ORCA calculation (wB97M-V/def2-TZVPD) on 2 unconnected molecules or ions with the total composition C5H8F6NP.

XYZ file:
```
21
Properties=species:S:1:pos:R:3
C 1.21574 -1.08134 -1.74207
C 2.20246 0.51784 0.48494
C -0.61052 0.09738 0.07390
C -0.98205 1.51068 -0.18492
C -1.79921 -0.85095 0.00244
N -0.41068 0.18490 2.16359
F -1.99900 1.90018 0.61624
F -1.33626 1.78008 -1.47549
F 0.03564 2.35846 0.05110
F -2.06461 -1.34353 -1.20631
F -2.91563 -0.29196 0.44246
F -1.54402 -1.87077 0.81163
P 1.00060 -0.89667 0.09611
H 0.53250 -1.95406 -2.25008
H 2.20606 -1.29630 -2.11123
H 0.87857 -0.17682 -2.37845
H 1.70790 0.75235 1.53076
H 2.03125 1.15655 -0.37905
H 3.22157 0.00595 0.70701
H -1.46478 0.20602 2.41904
H 0.09447 -0.70799 2.32836
```

As for the energy above the lowest of the compared OMol25 structures with the same formula, charge and spin: 89.7 kJ/mol. The gap between HOMO and LUMO comes out at 8.8 eV. For the lowest unoccupied orbital energy, the calculation gives -0.58 eV. Its spin multiplicity is 1. Its charge is 0.

=====

ORCA calculation (wB97M-V/def2-TZVPD) on a gas-phase ion, C2H2NOS2 (charge -1).

XYZ file:
```
8
Properties=species:S:1:pos:R:3
O -0.87020 2.53992 0.39057
N -0.25074 1.43205 0.51499
C -0.68448 0.32476 -0.15191
C -0.10138 -0.98823 -0.09650
S 1.37959 -1.45387 0.58822
S 2.80936 -0.25136 0.01847
H -1.62958 0.34503 -0.72705
H -0.65257 -1.94830 -0.53679
```

The SMILES is O=N/C=C\S[S-]. As for the energy above the lowest of the compared OMol25 structures with the same formula, charge and spin: 351.0 kJ/mol. The gap between HOMO and LUMO (spin up / spin down) comes out at 6.6 / 5.8 eV. For the lowest unoccupied orbital energy (spin up / spin down), the calculation gives 3.39 / 2.92 eV. Its spin multiplicity is 1. Its charge is -1.

=====

ORCA calculation (wB97M-V/def2-TZVPD) on a molecular structure, C10H21NO7PtS.

XYZ file:
```
41
Properties=species:S:1:pos:R:3
Pt -1.07196 -0.72354 -1.47586
C 1.82670 2.71086 8.20502
C 0.74698 2.05819 7.45183
C -0.47015 1.55160 8.09156
O 0.83761 1.86865 6.19361
C -4.03138 -0.38097 -2.11694
O -5.00601 0.20467 -2.03494
O -3.03612 -0.99996 -2.23905
H 2.26782 1.95813 8.86935
H 1.40871 3.47977 8.85706
H 2.60383 3.13070 7.56897
H -0.18617 0.65860 8.66348
H -1.22816 1.28237 7.36215
H -0.84340 2.27193 8.81993
H 1.66948 2.20309 5.80906
C -1.71643 0.44416 -7.42652
C -0.69916 1.40590 -6.82349
C -0.88086 1.62574 -5.32310
S -0.53304 0.13482 -4.38342
O -0.88024 0.64309 -2.93419
C 1.27713 0.09723 -4.45471
C 1.80913 -1.29675 -4.76672
C 1.46344 -2.32936 -3.70195
H -1.57715 0.37054 -8.50333
H -2.73535 0.79082 -7.24777
H -1.62510 -0.56344 -7.01663
H -0.79056 2.38818 -7.28942
H 0.31941 1.07255 -7.03897
H -1.91815 1.86187 -5.08021
H -0.23548 2.40525 -4.91550
H 1.59315 0.46163 -3.47428
H 1.57936 0.82597 -5.20693
H 2.89290 -1.20940 -4.86160
H 1.44332 -1.61463 -5.74577
H 1.86497 -2.03078 -2.73146
H 1.88288 -3.30141 -3.95448
H 0.38203 -2.46339 -3.60336
O 0.69469 -0.70964 -0.56846
N 0.31980 -1.57329 0.34318
O 1.01344 -1.95808 1.20391
O -0.90348 -1.93083 0.14748
```

As for the energy above the lowest of the compared OMol25 structures with the same formula, charge and spin: 0.0 kJ/mol. The gap between HOMO and LUMO comes out at 8.3 eV. For the lowest unoccupied orbital energy, the calculation gives -6.79 eV. Its spin multiplicity is 1. Its charge is +2.

=====

ORCA calculation (wB97M-V/def2-TZVPD) on a molecular structure, C23H17CoN8O4SSe.

XYZ file:
```
55
Properties=species:S:1:pos:R:3
Co 0.23874 0.18692 -0.06010
O -2.08911 3.24404 1.18028
C -1.44015 2.39602 0.61810
N -1.09419 1.13368 1.02915
C -1.37959 0.64631 2.27792
O -2.02241 1.13472 3.17482
C -0.71254 -0.71696 2.48645
C -0.96322 -1.45631 3.62110
C -0.31703 -2.67321 3.78105
C 0.56441 -3.09724 2.80392
C 0.76025 -2.29392 1.69501
N 0.13037 -1.13040 1.53662
C -0.88368 2.68942 -0.78335
C -1.04944 3.92868 -1.35979
C -0.58820 4.12801 -2.65432
C 0.00450 3.07431 -3.32408
C 0.15814 1.86875 -2.66085
N -0.25978 1.68561 -1.40943
H -1.65266 -1.05571 4.35166
H -0.48872 -3.27788 4.66233
H 1.10721 -4.02776 2.89823
H 1.46055 -2.56924 0.91428
H -1.53991 4.70089 -0.78277
H -0.69099 5.09397 -3.13267
H 0.35621 3.17732 -4.34117
H 0.65474 1.03128 -3.13826
N 7.74429 -3.04675 0.18736
C 6.64492 -2.34102 -0.26988
C 5.80004 -2.89300 -1.23930
C 4.71878 -2.18321 -1.71858
C 4.46122 -0.90702 -1.22456
C 5.30574 -0.33698 -0.27776
C 6.39222 -1.04825 0.19274
S 3.06800 -0.01325 -1.80532
O 3.15382 1.31671 -1.22016
O 3.00909 -0.10307 -3.23804
N 1.74098 -0.67377 -1.12414
C 1.04974 -1.66024 -1.78453
N 1.60719 -2.53076 -2.63208
C 0.78283 -3.38200 -3.23314
C -0.57864 -3.42404 -2.98834
C -1.05146 -2.52757 -2.05024
N -0.26368 -1.64618 -1.44968
H 7.74930 -4.03994 0.03618
H 8.14123 -2.75707 1.06390
H 6.00489 -3.88948 -1.61516
H 4.05892 -2.60429 -2.46463
H 5.10834 0.66444 0.07770
H 7.05094 -0.60583 0.93158
H 1.24332 -4.06732 -3.93768
H -1.23166 -4.12276 -3.48950
H -2.09864 -2.50598 -1.76710
Se 2.24584 1.72567 1.44985
C 2.88171 0.32438 2.40191
N 3.27337 -0.57633 3.01531
```

As for the energy above the lowest of the compared OMol25 structures with the same formula, charge and spin: 0.0 kJ/mol. The gap between HOMO and LUMO (spin up / spin down) comes out at 8.2 / 5.4 eV. For the lowest unoccupied orbital energy (spin up / spin down), the calculation gives -0.07 / -2.85 eV. Its spin multiplicity is 5. Its charge is 0.

=====

ORCA calculation (wB97M-V/def2-TZVPD) on C3H6N4O in the gas phase.

XYZ file:
```
14
Properties=species:S:1:pos:R:3
H -2.51667 -1.14868 0.19002
N -2.50567 -0.16714 0.05173
C -1.29606 0.21942 0.16717
C -0.71199 1.57094 0.04752
C 0.62489 1.38838 -0.14511
N 0.90642 0.01412 -0.26861
N 2.17885 -0.32767 0.20358
N -0.17739 -0.67377 0.40263
O -0.33973 -1.91354 -0.15196
H -1.39584 2.41009 -0.03026
H 1.41624 2.08462 -0.27823
H 2.05760 -0.60728 1.18139
H 2.51710 -1.13899 -0.36157
H -0.75775 -1.71049 -1.00831
```

The SMILES is [H]/N=c1/ccn(N)n1O. As for the energy above the lowest of the compared OMol25 structures with the same formula, charge and spin: 427.3 kJ/mol. The gap between HOMO and LUMO comes out at 9.3 eV. For the lowest unoccupied orbital energy, the calculation gives 0.59 eV. Its spin multiplicity is 1. Its charge is 0.

=====

ORCA calculation (wB97M-V/def2-TZVPD) on 2 unconnected molecules or ions with the total composition CH6BN.

XYZ file:
```
9
Properties=species:S:1:pos:R:3
B -1.57628 -0.25233 0.06130
C 0.90465 -0.19554 -0.63821
N -0.20577 0.23515 -0.03631
H -2.11816 0.23533 0.94124
H -2.04997 -0.96516 -0.69080
H 1.78511 0.45327 -0.64987
H 2.44839 0.66655 1.52598
H 0.78913 -1.13690 -1.05271
H 0.02290 0.95962 0.53938
```

As for the energy above the lowest of the compared OMol25 structures with the same formula, charge and spin: 541.4 kJ/mol. The gap between HOMO and LUMO (spin up / spin down) comes out at 6.2 / 11.1 eV. For the lowest unoccupied orbital energy (spin up / spin down), the calculation gives -0.85 / 0.24 eV. Its spin multiplicity is 1. Its charge is 0.